{"formula": "C24H54Br8N2O4S4", "method": "ωB97M-V/def2-TZVPD", "e_tot_ha": -23541.611852, "orbital_gap_ha": [0.2709, 0.0967], "charge": 1, "spin_multiplicity": 2, "elements": ["C", "C", "C", "C", "N", "H", "H", "H", "H", "H", "H", "H", "C", "C", "C", "C", "N", "H", "H", "H", "H", "H", "H", "H", "C", "S", "O", "C", "H", "H", "H", "H", "H", "H", "C", "S", "O", "C", "H", "H", "H", "H", "H", "H", "C", "S", "O", "C", "H", "H", "H", "H", "H", "H", "C", "S", "O", "C", "H", "H", "H", "H", "H", "H", "Br", "C", "C", "Br", "H", "H", "H", "H", "Br", "C", "C", "Br", "H", "H", "H", "H", "Br", "C", "C", "Br", "H", "H", "H", "H", "Br", "C", "C", "Br", "H", "H", "H", "H"], "xyz": [[-3.29265, 1.48282, 5.95624], [-1.77973, 1.55469, 5.95248], [-1.09901, 1.77079, 4.65141], [-1.32879, 3.20501, 4.33926], [-1.48427, 4.28770, 4.17133], [-3.62588, 1.33446, 6.98339], [-3.70890, 0.60824, 5.45630], [-3.80564, 2.37774, 5.60402], [-1.31357, 0.73295, 6.49611], [-1.63058, 2.46558, 6.53225], [-1.57618, 1.10349, 3.93368], [-0.03457, 1.53679, 4.66900], [2.17183, -4.00843, 1.34638], [2.61946, -3.21196, 2.60005], [1.81243, -3.58269, 3.74391], [1.44795, -4.97987, 4.05385], [1.15986, -6.07040, 4.35431], [1.17133, -3.79430, 0.97054], [2.36361, -5.05409, 1.58705], [2.82461, -3.84488, 0.48893], [2.40525, -2.14539, 2.53193], [3.63435, -3.58043, 2.74950], [1.00170, -2.85682, 3.80646], [2.37367, -3.23811, 4.61244], [-3.89725, 4.76704, 1.65017], [-4.34963, 3.32140, 0.60299], [-4.19042, 3.75758, -0.84933], [-3.00148, 2.14628, 1.00585], [-3.68104, 4.40500, 2.65529], [-4.71368, 5.48689, 1.59213], [-2.94491, 5.22746, 1.38720], [-2.92504, 2.06326, 2.09000], [-2.04422, 2.61566, 0.77908], [-3.17131, 1.16291, 0.56740], [4.77422, 0.11185, 0.03952], [5.84360, -1.41223, 0.19237], [6.44692, -1.60909, -1.19917], [7.16021, -0.54690, 1.14043], [5.39869, 0.98706, -0.13972], [4.30672, 0.25934, 1.01307], [3.95337, 0.18745, -0.67363], [8.08138, -1.12627, 1.20253], [6.92113, -0.60376, 2.20237], [7.28578, 0.38792, 0.59414], [-4.24542, 0.83682, -3.27132], [-2.53054, 0.28828, -3.38847], [-2.32682, 0.05902, -4.86933], [-1.87882, 1.93259, -2.88052], [-4.37183, 1.77383, -3.81366], [-4.39056, 1.06813, -2.21608], [-4.83109, -0.06154, -3.46637], [-1.48303, 2.49699, -3.72486], [-1.12323, 1.76413, -2.11319], [-2.66020, 2.57698, -2.47765], [1.48795, 0.34840, -0.80245], [0.91507, -0.01462, 0.96459], [0.30499, 1.15719, 1.70247], [-0.31884, -1.27668, 0.60994], [2.11657, 1.23767, -0.75622], [0.75796, 0.69935, -1.53186], [1.99778, -0.46516, -1.31848], [-1.26779, -0.76309, 0.45562], [-0.50851, -2.03845, 1.36612], [-0.19458, -1.75890, -0.35966], [-2.03775, -7.96439, -0.50326], [-2.73069, -6.25765, 0.22495], [-2.00741, -5.03164, -0.34296], [-2.93306, -3.37123, 0.30961], [-2.63733, -6.36644, 1.30548], [-3.77306, -6.15010, -0.07507], [-1.86377, -5.16508, -1.41519], [-0.97065, -4.99050, -0.00899], [1.42360, 2.91738, -3.41617], [2.34976, 3.10743, -5.18979], [1.45624, 2.60110, -6.32347], [2.46048, 3.06405, -8.00948], [3.31682, 2.60845, -5.12725], [2.44793, 4.17737, -5.37334], [0.46665, 3.05266, -6.25356], [1.39518, 1.51282, -6.32704], [0.82174, 4.69598, 1.81021], [1.67314, 4.60619, 0.09056], [2.92334, 3.80118, 0.24111], [4.00074, 3.94910, -1.46538], [2.03721, 5.58281, -0.22847], [1.06126, 4.17935, -0.70413], [2.70902, 2.77937, 0.55427], [3.55214, 4.23177, 1.02039], [-3.37488, -4.50921, -6.12347], [-2.60093, -3.30586, -4.78116], [-1.42827, -3.95640, -4.25118], [-0.83157, -2.89028, -2.67361], [-3.39302, -3.03208, -4.08422], [-2.31326, -2.42756, -5.35904], [-0.69631, -3.97429, -5.05865], [-1.51168, -5.01696, -4.01381]]}